No. 1
ORCA calculation (ωB97M-V/def2-TZVPD) on 12 unconnected molecules or ions with the total composition C52H123N5O12 at a distorted geometry.

ΔE to the lowest compared entry with this formula, charge and spin	0.000	eV
HOMO level	-8.554	eV
SMILES string	CC1(C)CCCC(C)(C)N1O.CC1(C)CCCC(C)(C)N1O.CC1(C)CCCC(C)(C)N1O.CC1(C)CCCC(C)(C)N1O.CC1(C)CCCC(C)(C)N1O.CO.CO.CO.CO.CO.CO.CO
frontier orbital gap	0.327	Eh
LUMO energy	0.33	eV
E_tot	-3231.3451	a.u.

Geometry (Å):
C: 2.04 -5.54 -1.80
C: 3.24 -5.27 -0.98
C: 3.39 -6.45 0.01
C: 3.95 -7.68 -0.74
C: 5.26 -7.28 -1.37
C: 5.10 -6.18 -2.35
N: 4.52 -5.04 -1.70
O: 4.35 -4.00 -2.68
C: 6.55 -5.82 -2.81
C: 4.39 -6.57 -3.64
C: 3.01 -4.02 -0.12
H: 1.84 -4.66 -2.42
H: 1.09 -5.78 -1.29
H: 2.08 -6.39 -2.47
H: 4.09 -6.13 0.81
H: 2.41 -6.64 0.44
H: 3.15 -8.07 -1.35
H: 4.31 -8.56 -0.09
H: 5.62 -8.14 -1.91
H: 5.90 -6.97 -0.61
H: 6.99 -6.76 -3.11
H: 6.75 -5.11 -3.61
H: 7.07 -5.42 -1.95
H: 4.97 -7.33 -4.20
H: 3.43 -7.07 -3.47
H: 4.09 -5.69 -4.21
H: 3.70 -3.94 0.73
H: 2.02 -4.10 0.43
H: 2.96 -3.08 -0.70
H: 4.67 -3.19 -2.21
C: 2.66 -1.17 -6.15
C: 2.17 -0.47 -4.92
C: 2.69 -1.32 -3.78
C: 2.39 -0.71 -2.44
C: 3.14 0.61 -2.34
C: 2.79 1.59 -3.45
N: 2.85 0.84 -4.74
O: 2.63 1.70 -5.83
C: 1.45 2.31 -3.22
C: 3.91 2.58 -3.50
C: 0.66 -0.47 -5.02
H: 2.38 -0.63 -7.05
H: 2.27 -2.20 -6.22
H: 3.77 -1.11 -6.16
H: 2.34 -2.39 -3.76
H: 3.81 -1.39 -3.89
H: 2.66 -1.39 -1.63
H: 1.30 -0.58 -2.28
H: 4.18 0.33 -2.21
H: 2.95 1.20 -1.44
H: 1.42 2.91 -2.25
H: 1.23 3.15 -3.98
H: 0.60 1.64 -3.30
H: 3.92 3.30 -4.28
H: 4.07 3.19 -2.57
H: 4.86 2.03 -3.61
H: 0.28 -1.42 -5.37
H: 0.36 0.25 -5.79
H: 0.01 -0.08 -4.20
H: 1.89 2.25 -5.53
C: 3.46 0.53 2.30
C: 3.58 2.07 2.47
C: 4.40 2.62 1.27
C: 4.48 4.11 1.28
C: 3.04 4.57 1.01
C: 2.05 4.10 2.06
N: 2.26 2.63 2.27
O: 1.37 2.18 3.31
C: 2.13 4.93 3.34
C: 0.62 4.26 1.49
C: 4.26 2.29 3.88
H: 2.77 0.30 1.49
H: 3.07 0.17 3.27
H: 4.45 0.17 2.15
H: 5.43 2.14 1.18
H: 3.89 2.27 0.38
H: 5.21 4.52 0.64
H: 4.81 4.43 2.27
H: 2.77 4.12 0.05
H: 2.88 5.61 0.92
H: 2.90 4.56 4.03
H: 2.45 5.93 3.05
H: 1.21 4.92 3.89
H: 0.65 3.69 0.57
H: -0.07 3.79 2.19
H: 0.35 5.33 1.43
H: 3.62 1.93 4.68
H: 4.60 3.31 4.07
H: 5.10 1.61 3.96
H: 1.63 2.50 4.18
C: -2.18 1.69 2.42
C: -2.46 0.17 2.28
C: -3.43 -0.04 1.20
C: -2.87 0.27 -0.21
C: -1.71 -0.65 -0.46
C: -0.63 -0.59 0.63
N: -1.36 -0.71 1.94
O: -0.35 -0.74 2.97
C: 0.15 -1.90 0.46
C: 0.28 0.65 0.55
C: -3.10 -0.30 3.59
H: -1.88 2.07 1.41
H: -1.41 1.89 3.17
H: -3.05 2.28 2.76
H: -3.86 -1.03 1.23
H: -4.30 0.64 1.43
H: -2.52 1.31 -0.29
H: -3.64 0.07 -0.96
H: -1.18 -0.28 -1.41
H: -2.06 -1.70 -0.69
H: 0.54 -1.89 -0.53
H: 1.03 -1.94 1.17
H: -0.39 -2.85 0.60
H: 0.96 0.56 -0.23
H: -0.32 1.55 0.37
H: 0.75 0.83 1.50
H: -2.36 -0.17 4.42
H: -3.40 -1.35 3.45
H: -4.00 0.39 3.79
H: 0.22 -0.01 2.96
C: -4.29 5.87 -2.42
C: -3.73 4.55 -1.71
C: -4.86 3.86 -0.89
C: -5.86 3.18 -1.79
C: -5.12 2.21 -2.76
C: -3.99 2.81 -3.61
N: -3.15 3.51 -2.58
O: -2.06 4.20 -3.25
C: -3.07 1.68 -4.16
C: -4.47 3.60 -4.83
C: -2.69 4.98 -0.70
H: -5.19 5.67 -3.03
H: -3.61 6.45 -3.08
H: -4.72 6.56 -1.62
H: -4.36 3.18 -0.22
H: -5.30 4.66 -0.22
H: -6.48 3.95 -2.34
H: -6.60 2.58 -1.24
H: -5.83 1.73 -3.45
H: -4.71 1.38 -2.24
H: -2.30 2.11 -4.83
H: -2.65 1.29 -3.25
H: -3.66 0.87 -4.62
H: -5.25 4.29 -4.55
H: -3.63 4.05 -5.29
H: -4.99 2.96 -5.47
H: -2.21 4.11 -0.27
H: -3.20 5.50 0.19
H: -1.98 5.69 -1.12
H: -1.25 3.82 -2.96
C: -1.84 -4.53 3.29
O: -2.22 -3.54 2.34
H: -1.93 -4.18 4.40
H: -2.49 -5.39 3.17
H: -0.80 -4.81 3.21
H: -1.83 -2.71 2.45
C: -7.43 1.36 1.33
O: -7.72 0.47 2.44
H: -6.38 1.50 1.18
H: -7.85 1.20 0.37
H: -7.95 2.30 1.71
H: -7.21 -0.38 2.25
C: 2.40 -2.66 4.08
O: 2.97 -3.83 3.40
H: 2.42 -1.80 3.41
H: 1.37 -2.86 4.34
H: 2.92 -2.42 5.04
H: 3.93 -3.71 3.36
C: -1.67 3.37 5.23
O: -1.15 4.17 6.28
H: -0.95 2.59 4.92
H: -2.67 2.99 5.45
H: -1.82 4.06 4.35
H: -1.75 4.33 7.03
C: 1.20 1.64 7.48
O: 1.38 2.65 6.42
H: 0.33 1.02 7.31
H: 2.11 1.01 7.50
H: 1.20 2.24 8.40
H: 0.60 3.25 6.48
C: -4.15 -3.92 -0.28
O: -4.54 -3.95 1.06
H: -4.55 -4.72 -0.84
H: -4.49 -2.99 -0.70
H: -3.07 -3.98 -0.26
H: -3.83 -3.69 1.65
C: -8.12 -2.91 1.84
O: -7.04 -2.05 1.68
H: -8.43 -3.00 2.91
H: -8.99 -2.45 1.43
H: -8.00 -3.87 1.37
H: -6.17 -2.57 1.53



No. 2
ORCA calculation (ωB97M-V/def2-TZVPD) on C5H15N3 in the gas phase at a distorted geometry.

ΔE to the lowest compared entry with this formula, charge and spin	1.562	eV
HOMO level	-8.368	eV
SMILES string	CC[C@H](N)[C@@H](N)CN
frontier orbital gap	0.346	Eh
LUMO energy	1.04	eV
E_tot	-363.7297	a.u.

Geometry (Å):
C: 0.84 0.14 -0.13
C: -0.56 0.31 0.35
C: -1.15 1.71 -0.53
C: 1.31 -1.50 0.37
C: 0.38 -2.58 -0.14
N: 1.80 1.06 0.43
N: -0.69 0.52 1.78
N: -1.37 1.38 -1.92
H: 0.92 0.09 -1.21
H: -1.24 -0.46 -0.01
H: 1.98 1.83 -0.22
H: 1.44 1.47 1.30
H: -1.62 0.25 2.09
H: -0.03 -0.06 2.29
H: -1.34 2.20 -2.52
H: -2.26 0.92 -2.07
H: -2.09 1.97 -0.05
H: -0.48 2.57 -0.42
H: 1.43 -1.58 1.46
H: 2.32 -1.64 -0.04
H: 0.75 -3.58 0.09
H: -0.61 -2.49 0.32
H: 0.27 -2.52 -1.23